(1)
Entry from OMol25: a cluster of 8 separate species, H16O8 in total (ωB97M-V/def2-TZVPD).

Structure (XYZ):
```
24
Properties=species:S:1:pos:R:3:mulliken_charge:R:1
O -1.129 -1.406 -4.245 -0.619
H -1.074 -2.188 -4.794 0.313
H -0.360 -1.456 -3.677 0.311
O -0.324 3.563 4.815 -0.642
H 0.417 3.630 4.213 0.321
H -1.096 3.593 4.250 0.316
O 2.751 3.880 1.848 -0.628
H 3.625 3.692 2.189 0.317
H 2.877 4.626 1.261 0.318
O -0.023 -4.310 1.188 -0.647
H -0.743 -4.264 0.559 0.330
H 0.631 -3.698 0.851 0.323
O -3.146 -2.372 -0.934 -0.645
H -3.014 -1.976 -1.795 0.324
H -2.831 -1.712 -0.315 0.324
O 2.827 -1.812 0.275 -0.626
H 3.151 -1.596 1.149 0.319
H 3.368 -2.550 -0.005 0.310
O -2.867 1.501 -2.176 -0.641
H -2.573 1.113 -3.000 0.313
H -2.059 1.737 -1.721 0.315
O 0.150 0.626 -0.057 -0.620
H 0.567 1.294 0.487 0.309
H 0.875 0.084 -0.368 0.305
```

Summary:
F_max	0.008	hartree/bohr
energy relative to the best compared isomer or geometry (same formula, charge and spin)	58.3	kcal/mol
LUMO energy	0.002	eV
SMILES	O.O.O.O.O.O.O.O

---

(2)
Entry from OMol25: a cluster of 2 separate species, C3H9NO3 in total (ωB97M-V/def2-TZVPD).

Structure (XYZ):
```
16
Properties=species:S:1:pos:R:3:mulliken_charge:R:1
C 2.242 0.655 1.509 -0.906
C 1.342 0.730 0.294 0.369
O 1.744 1.171 -0.750 -0.539
N 0.062 0.147 0.459 -0.135
C -0.017 -1.274 0.281 -0.328
O -1.062 -1.757 1.106 -0.511
H 1.814 0.003 2.266 0.309
H 2.381 1.632 1.954 0.317
H 3.199 0.202 1.260 0.301
H -0.728 0.657 0.093 0.253
H 0.933 -1.720 0.593 0.240
H -0.230 -1.534 -0.760 0.308
H -1.482 -2.536 0.728 0.322
O -3.480 1.582 -2.939 -0.636
H -3.030 1.220 -3.708 0.322
H -3.689 0.823 -2.387 0.313
```

Summary:
F_max	0.019	hartree/bohr
energy relative to the best compared isomer or geometry (same formula, charge and spin)	38.2	kcal/mol
LUMO energy	0.441	eV
SMILES	CC(=O)NCO.O

---

(3)
Entry from OMol25: a cluster of 2 separate species, CH5S3 in total (ωB97M-V/def2-TZVPD).

Structure (XYZ):
```
9
Properties=species:S:1:pos:R:3:mulliken_charge:R:1
S 2.902 -0.633 -0.746 -0.374
H 2.407 -1.806 -1.194 0.116
C -2.164 1.821 0.662 -0.730
S -1.508 0.510 -0.440 -0.160
S -0.455 -0.799 0.830 -0.664
H -2.075 1.382 1.653 0.229
H -3.200 1.956 0.368 0.223
H -1.585 2.742 0.637 0.230
H 1.716 -0.480 -0.052 0.129
```

Summary:
F_max	0.018	hartree/bohr
net charge	-1
energy relative to the best compared isomer or geometry (same formula, charge and spin)	3.2	kcal/mol
LUMO energy	3.580	eV

---

(4)
Entry from OMol25: the ion C5H8NO3 with charge -1 (ωB97M-V/def2-TZVPD).

Structure (XYZ):
```
17
Properties=species:S:1:pos:R:3:mulliken_charge:R:1
O -0.818 3.527 -0.895 -0.539
C -0.523 2.407 -0.522 -0.032
C -0.868 1.180 -1.329 -0.501
C -0.960 -0.081 -0.342 -0.836
C 0.431 -0.510 0.231 0.542
C 0.346 -1.889 0.926 -0.588
O 1.299 -1.882 1.990 -0.624
N 1.462 0.204 0.217 -0.308
O 2.631 -0.304 0.633 -0.784
H 0.067 2.207 0.358 0.429
H 0.041 1.017 -1.948 0.283
H -1.884 1.113 -1.805 0.294
H -1.805 0.083 0.326 0.326
H -1.304 -0.979 -0.807 0.374
H -0.648 -2.166 1.199 0.356
H 0.560 -2.665 0.165 0.182
H 1.972 -1.262 1.600 0.426
```

Summary:
F_max	0.078	hartree/bohr
net charge	-1
energy relative to the best compared isomer or geometry (same formula, charge and spin)	54.5	kcal/mol
LUMO energy	3.734	eV
SMILES	O=CCC/C(CO)=N/[O-]

---

(5)
Entry from OMol25: a structure of composition C2H4O2Rb (ωB97M-V/def2-TZVPD).

Structure (XYZ):
```
9
Properties=species:S:1:pos:R:3:mulliken_charge:R:1
Rb 0.709 2.530 0.499 0.684
O -0.440 1.438 -0.711 -0.916
C -0.368 0.367 0.220 -0.181
C 0.150 -1.075 -0.263 -0.217
O -0.041 -1.328 -1.678 -0.931
H -1.298 0.337 0.789 0.293
H 0.417 0.677 0.909 0.093
H -0.351 -1.867 0.295 0.150
H 1.221 -1.079 -0.061 0.026
```

Summary:
F_max	0.195	hartree/bohr
net charge	-1
energy relative to the best compared isomer or geometry (same formula, charge and spin)	89.5	kcal/mol
LUMO energy	1.788	eV

---

(6)
Entry from OMol25: a cluster of 2 separate species, C4H9NO4S in total (ωB97M-V/def2-TZVPD).

Structure (XYZ):
```
19
Properties=species:S:1:pos:R:3:mulliken_charge:R:1
C 0.348 -1.505 -0.584 -0.976
C -0.696 -0.839 0.221 0.329
N -0.660 -1.134 1.487 -0.345
S -2.684 -0.393 -0.386 0.622
O -2.519 -0.994 -1.708 -0.550
O -3.202 -1.277 0.617 -0.567
H 0.376 -2.485 -0.081 0.445
H 1.257 -0.907 -0.401 0.320
H 0.029 -1.447 -1.689 0.238
H -1.430 -0.775 2.120 0.259
H 0.001 -1.826 1.869 0.214
O -0.282 2.663 0.971 -0.450
C 0.461 1.852 0.543 0.193
C 1.115 1.843 -0.746 -0.250
O 2.154 0.826 -0.720 -0.536
H 0.785 0.970 1.227 0.226
H 1.615 2.890 -1.068 0.272
H 0.537 1.486 -1.636 0.250
H 2.793 1.053 -0.036 0.306
```

Summary:
F_max	0.092	hartree/bohr
energy relative to the best compared isomer or geometry (same formula, charge and spin)	103.3	kcal/mol
LUMO energy	-0.334	eV
SMILES	CC(N)=S(=O)=O.O=CCO

---

(7)
Entry from OMol25: a structure of composition C8H7BF4HfN3OS (ωB97M-V/def2-TZVPD).

Structure (XYZ):
```
26
Properties=species:S:1:pos:R:3:mulliken_charge:R:1
Hf 0.950 -0.432 -1.559 1.436
N 4.597 -1.298 0.574 -0.366
C 3.339 -1.188 0.136 0.769
S 3.190 -1.470 -1.629 -0.486
N 2.414 -0.940 1.027 -1.125
N 1.143 -0.833 0.485 0.458
C 0.114 -0.782 1.276 -0.012
C -1.262 -0.705 0.840 0.526
C -2.222 -0.441 1.833 -0.797
C -3.561 -0.359 1.521 -0.769
C -3.973 -0.554 0.207 -0.368
C -3.059 -0.834 -0.798 -0.665
C -1.715 -0.909 -0.486 0.968
O -0.818 -1.220 -1.474 -0.799
H 5.357 -1.499 -0.051 0.184
H 4.781 -1.179 1.557 0.257
H 0.317 -0.808 2.345 0.456
H -1.893 -0.293 2.853 0.384
H -4.287 -0.152 2.293 0.424
H -5.025 -0.497 -0.040 0.399
H -3.376 -1.006 -1.817 0.452
F -0.233 3.925 -1.336 -0.218
B 0.998 3.981 -1.804 0.725
F 1.000 1.451 -1.889 -0.404
F 2.017 3.950 -0.970 -0.217
F 1.205 4.093 -3.095 -0.212
```

Summary:
F_max	0.019	hartree/bohr
net charge	+1
energy relative to the best compared isomer or geometry (same formula, charge and spin)	8.0	kcal/mol
LUMO energy	-5.211	eV

---

(8)
Entry from OMol25: a structure of composition C22H26Ge2O3PdSSbSe4 (ωB97M-V/def2-TZVPD).

Structure (XYZ):
```
60
Properties=species:S:1:pos:R:3:lowdin_spin:R:1
Pd 1.255 0.256 -0.103 0.941
Se 4.971 0.579 2.343 0.907
Sb 2.561 0.008 2.152 0.066
Se 1.389 2.254 1.611 1.007
Se 2.641 -1.806 0.598 0.241
Se 1.603 -0.362 4.412 0.790
C 6.879 1.260 -1.913 0.000
C 5.395 1.246 -2.162 0.001
C 4.794 0.217 -2.879 0.002
C 3.425 0.199 -3.095 0.001
C 2.635 1.218 -2.587 0.005
C 3.222 2.266 -1.882 0.011
C 4.590 2.272 -1.674 0.001
S 0.850 1.123 -2.711 0.005
O 0.584 -0.280 -2.363 0.078
O 0.390 1.550 -3.996 0.018
O 0.413 1.971 -1.565 0.099
H 7.348 0.337 -2.252 0.000
H 7.095 1.380 -0.850 0.000
H 7.352 2.092 -2.439 0.000
H 5.405 -0.590 -3.265 0.000
H 2.959 -0.621 -3.626 0.000
H 2.595 3.056 -1.491 0.004
H 5.043 3.085 -1.117 0.000
C -2.243 3.167 0.751 0.001
Ge -2.882 1.475 -0.020 0.049
C -3.071 1.706 -1.957 0.001
C -4.667 1.064 0.728 0.024
Ge -1.332 -0.356 0.557 0.329
C -1.739 -2.026 -0.371 0.059
C -0.932 -3.156 -0.246 0.017
C -1.255 -4.336 -0.903 -0.001
C -2.385 -4.398 -1.705 0.013
C -3.185 -3.274 -1.858 0.001
C -2.860 -2.096 -1.197 0.022
C -1.410 -0.695 2.514 0.076
C -2.146 0.152 3.344 0.028
C -2.283 -0.111 4.705 0.013
C -1.687 -1.233 5.262 0.023
C -0.936 -2.079 4.457 0.065
C -0.790 -1.805 3.094 0.089
H -2.971 3.949 0.523 0.000
H -1.290 3.444 0.300 0.000
H -2.115 3.119 1.832 0.002
H -3.656 2.612 -2.127 0.000
H -3.593 0.868 -2.417 0.000
H -2.099 1.818 -2.432 0.000
H -5.353 1.876 0.477 0.003
H -4.641 0.954 1.812 0.000
H -5.061 0.138 0.309 0.000
H -0.021 -3.115 0.340 0.005
H -0.615 -5.203 -0.796 0.000
H -2.635 -5.318 -2.218 0.001
H -4.059 -3.310 -2.495 0.000
H -3.492 -1.228 -1.335 0.002
H -2.638 1.023 2.931 0.002
H -2.867 0.560 5.323 0.000
H -1.807 -1.451 6.315 0.001
H -0.469 -2.963 4.873 0.000
H -0.207 -2.486 2.486 0.002
```

Summary:
<S²>	8.777
F_max	0.028	hartree/bohr
energy relative to the best compared isomer or geometry (same formula, charge and spin)	38.0	kcal/mol
LUMO energy (spin up / spin down)	-1.956 / -3.490	eV
multiplicity	6

---

| no. | calculated total energy (a.u.) |
| --- | --- |
| 1 | -611.48964 |
| 2 | -400.16058 |
| 3 | -1235.70198 |
| 4 | -475.73299 |
| 5 | -252.96529 |
| 6 | -911.59172 |
| 7 | -1419.17536 |
| 8 | -15605.44411 |